No. 1
Molecular formula: CH3LiOTm
Method: DFT, wB97M-V/def2-TZVPD

Its energy above the lowest of the compared OMol25 structures with the same formula, charge and spin is 1.645 eV. As for the HOMO energy (alpha / beta): -13.708 / -18.042 eV. The HOMO-LUMO gap (alpha / beta) is 3.95 / 8.21 eV. As for the total charge: +2. As for the multiplicity: 4. Its calculated total energy is -32844.8116 eV. The LUMO energy (alpha / beta) is -9.76 / -9.83 eV.

Last column: Mulliken spin population.
Geometry (Å):
O 0.198 0.591 0.135  0.88
C 0.576 1.544 0.802  0.82
H 0.571 1.494 1.906  0.14
H 1.117 2.388 0.340  0.15
Li -0.127 -1.262 0.408  0.00
Tm -1.442 -3.336 -2.387  1.01
H -0.893 -1.420 -1.203  0.00

=====

No. 2
Molecular formula: C28H7Cl56F3NO4PS
Method: DFT, wB97M-V/def2-TZVPD

As for the HOMO energy: -8.101 eV. The HOMO-LUMO gap is 6.42 eV. As for the total charge: 0. As for the multiplicity: 1. Its calculated total energy is -768354.4157 eV. The LUMO energy is -1.69 eV.

Last column: Löwdin charge in e.
Geometry (Å):
C -6.842 -5.298 -5.762  -0.23
P -5.499 -6.020 -6.835  0.95
O -6.083 -7.395 -7.561  -0.35
C -4.146 -6.451 -5.600  -0.20
C -4.083 -7.697 -4.924  -0.18
N -5.108 -8.671 -5.256  0.07
C -6.114 -8.411 -4.615  -0.77
S -7.185 -8.269 -3.476  0.82
C -3.114 -8.016 -3.997  -0.05
C -2.959 -9.331 -3.226  -0.05
C -4.255 -10.028 -2.805  -0.27
O -4.744 -10.875 -3.518  -0.02
C -2.151 -7.043 -3.742  -0.17
F -1.205 -7.341 -2.864  0.09
C -2.150 -5.833 -4.388  -0.01
C -3.153 -5.513 -5.334  -0.08
C -3.053 -4.150 -5.997  -0.25
O -3.617 -3.805 -7.004  0.10
C -2.127 -3.134 -5.356  -0.13
F -2.254 -1.877 -5.753  0.10
C -1.190 -3.445 -4.470  -0.14
F -0.393 -2.510 -3.976  0.08
C -1.030 -4.877 -4.060  -0.23
O 0.004 -5.202 -3.515  0.11
H -6.907 -5.858 -4.821  -0.02
H -7.801 -5.266 -6.288  0.05
H -6.499 -4.281 -5.533  0.04
H -5.392 -7.812 -8.088  0.05
H -2.432 -9.066 -2.295  0.08
H -2.273 -10.005 -3.757  0.15
H -4.764 -9.824 -1.839  0.12
C -1.182 -10.797 0.797  -2.02
Cl -2.545 -11.504 -0.089  0.55
Cl -0.306 -9.689 -0.264  0.53
Cl -1.798 -9.927 2.215  0.50
Cl -0.098 -12.086 1.326  0.54
C -1.440 0.785 -2.976  -2.02
Cl -0.373 0.794 -1.565  0.50
Cl -2.761 -0.365 -2.706  0.54
Cl -2.114 2.404 -3.220  0.52
Cl -0.524 0.306 -4.406  0.58
C 0.416 4.483 0.794  -2.01
Cl 1.004 6.068 0.283  0.50
Cl -0.334 3.657 -0.579  0.48
Cl 1.771 3.515 1.396  0.50
Cl -0.781 4.684 2.080  0.52
C 2.525 5.865 4.584  -2.03
Cl 2.656 4.115 4.345  0.50
Cl 3.140 6.705 3.156  0.52
Cl 0.833 6.310 4.850  0.51
Cl 3.478 6.337 5.997  0.50
C 6.401 6.875 8.594  -2.01
Cl 7.519 6.798 9.966  0.52
Cl 5.051 5.767 8.869  0.52
Cl 5.775 8.518 8.426  0.45
Cl 7.252 6.400 7.115  0.51
C 7.197 11.209 5.788  -2.01
Cl 8.604 11.927 6.586  0.50
Cl 5.710 11.826 6.525  0.51
Cl 7.220 11.625 4.068  0.54
Cl 7.247 9.457 5.977  0.45
C -0.224 -5.512 1.439  -2.03
Cl 1.365 -5.092 2.093  0.53
Cl -0.150 -5.517 -0.326  0.55
Cl -0.694 -7.119 2.016  0.47
Cl -1.417 -4.320 1.978  0.52
C -0.798 9.896 0.507  -2.05
Cl 0.727 10.330 -0.275  0.49
Cl -0.472 8.853 1.895  0.50
Cl -1.620 11.366 1.049  0.52
Cl -1.827 9.036 -0.647  0.53
C -6.918 -11.488 -7.575  -2.02
Cl -7.705 -13.068 -7.618  0.52
Cl -5.969 -11.263 -9.056  0.52
Cl -8.150 -10.222 -7.469  0.53
Cl -5.851 -11.385 -6.174  0.55
C 7.064 11.834 11.047  -2.03
Cl 7.234 10.087 10.836  0.49
Cl 7.630 12.664 9.590  0.50
Cl 5.362 12.228 11.324  0.51
Cl 8.025 12.358 12.438  0.53
C -4.202 -15.501 -7.062  -2.05
Cl -4.133 -14.160 -5.909  0.51
Cl -3.209 -16.840 -6.467  0.52
Cl -5.870 -16.056 -7.246  0.51
Cl -3.584 -14.961 -8.629  0.52
C 2.131 13.502 -2.789  -2.05
Cl 1.551 14.175 -4.318  0.52
Cl 3.427 14.522 -2.150  0.52
Cl 0.801 13.440 -1.628  0.50
Cl 2.749 11.866 -3.062  0.51
C 11.289 8.864 6.672  -2.04
Cl 10.405 8.935 5.140  0.51
Cl 12.617 7.705 6.532  0.53
Cl 11.943 10.464 7.051  0.52
Cl 10.198 8.356 7.968  0.50
C 1.520 10.675 9.521  -2.05
Cl 1.801 10.860 11.258  0.52
Cl 3.028 10.973 8.647  0.48
Cl 0.962 9.031 9.185  0.52
Cl 0.294 11.835 8.994  0.53

=====

No. 3
Molecular formula: C4H11NO3
Method: DFT, wB97M-V/def2-TZVPD

Its energy above the lowest of the compared OMol25 structures with the same formula, charge and spin is 0.334 eV. As for the HOMO energy: 0.073 eV. The HOMO-LUMO gap is 6.77 eV. As for the total charge: -2. As for the multiplicity: 1. Its calculated total energy is -11956.2662 eV. The LUMO energy is 6.85 eV.

Last column: Löwdin charge in e.
Geometry (Å):
C 0.912 -0.231 0.552  -0.30
O 2.068 0.548 0.436  -0.16
C -0.292 0.412 -0.208  -0.43
C -1.519 -0.522 -0.191  -0.20
C -2.883 0.178 0.044  -0.57
O -3.924 -0.676 0.197  -0.42
N 0.151 0.930 -1.504  0.02
H 0.955 -1.262 0.159  0.11
H 0.660 -0.362 1.617  0.10
H -0.579 1.266 0.428  0.11
H -1.401 -1.151 -1.095  0.10
H -1.338 -1.255 0.606  0.09
H -2.947 0.939 -0.780  0.08
H -2.694 0.774 0.969  0.07
H -0.001 0.188 -2.191  0.05
H 1.169 1.010 -1.465  0.04
H 4.628 -0.607 -0.242  -0.16
H 2.908 -0.035 0.616  0.01
O 4.399 -0.601 0.691  -0.55